# 1
Formula: C2H3FS
Source: the Open Molecules 2025 dataset
Level of theory: ωB97M-V/def2-TZVPD

Computed properties:
**Relative energy (zero: lowest compared OMol25 entry of this formula, charge and spin)**: 38.04 kcal per mole
**E_LUMO**: 0.76 eV

ORCA input file:
```
! RIJCOSX wB97M-V def2-TZVPD def2/J DEFGRID3
* xyz 0 1
C 0.2079 -0.2698 0.4982
C 0.9683 0.6112 -0.3357
F 1.4968 1.7134 0.1381
S 1.7566 -1.0628 -0.0586
H 0.0644 0.1291 1.4529
H -0.4676 -0.8953 0.0485
H 0.4890 1.0664 -1.5774
*
```

Table of Mulliken atomic charges, one value per atom, all in e:
1. C -0.5988
2. C 0.1737
3. F -0.2168
4. S -0.1583
5. H 0.2750
6. H 0.2826
7. H 0.2425

***

# 2
Formula: C2H3FS
Source: the Open Molecules 2025 dataset
Level of theory: ωB97M-V/def2-TZVPD

Computed properties:
**Relative energy (zero: lowest compared OMol25 entry of this formula, charge and spin)**: 42.44 kcal per mole
**E_LUMO**: 0.35 eV

ORCA input file:
```
! RIJCOSX wB97M-V def2-TZVPD def2/J DEFGRID3
* xyz 0 1
C 0.0019 1.0453 -0.0244
C 0.0411 -0.9979 0.0533
F -0.5630 1.1848 -1.2433
S 0.3468 2.1859 0.9162
H 0.9626 -1.1578 0.5388
H -0.0094 -1.1349 -1.0460
H -0.7800 -1.1253 0.8054
*
```

Table of Mulliken atomic charges, one value per atom, all in e:
1. C 0.3455
2. C -0.7456
3. F -0.1821
4. S -0.2778
5. H 0.2813
6. H 0.2999
7. H 0.2787

***

# 3
Formula: C2H3FS
Source: the Open Molecules 2025 dataset
Level of theory: ωB97M-V/def2-TZVPD

Computed properties:
**Relative energy (zero: lowest compared OMol25 entry of this formula, charge and spin)**: 91.49 kcal per mole
**E_LUMO (alpha / beta)**: -0.15 / -0.86 eV

ORCA input file:
```
! RIJCOSX wB97M-V def2-TZVPD def2/J DEFGRID3
* xyz 0 1
C -0.7717 0.8598 -0.9910
C 0.5914 -0.7356 1.0064
F -0.5202 2.0910 -0.6857
S -1.2541 0.1744 -2.3374
H 0.4173 -0.6149 2.0585
H 1.0394 -0.0080 0.2971
H 0.4978 -1.7667 0.6522
*
```

Table of Mulliken atomic charges, one value per atom, all in e:
1. C 0.2538
2. C -0.8052
3. F -0.1136
4. S -0.1864
5. H 0.2798
6. H 0.3090
7. H 0.2626

***

# 4
Formula: C2H3FS3
Source: the Open Molecules 2025 dataset
Level of theory: ωB97M-V/def2-TZVPD

Computed properties:
**Relative energy (zero: lowest compared OMol25 entry of this formula, charge and spin)**: 34.92 kcal per mole
**E_LUMO**: -1.40 eV

ORCA input file:
```
! RIJCOSX wB97M-V def2-TZVPD def2/J DEFGRID3
* xyz 0 1
C 0.2133 -0.3199 -0.5807
C 0.9244 -0.2889 -1.7272
F 1.6141 -1.3330 -2.2505
S 0.3196 -1.3955 0.7381
S -0.8616 -0.2534 2.4142
S -1.0692 1.6367 2.2404
H -0.1836 0.7340 -0.3440
H 0.7950 0.5816 -2.3214
H 0.3949 -0.2736 2.8480
*
```

Table of Mulliken atomic charges, one value per atom, all in e:
1. C 0.1145
2. C -0.1583
3. F -0.2350
4. S -0.1766
5. S 0.0575
6. S -0.2521
7. H 0.0698
8. H 0.3282
9. H 0.2520

***

# 5
Formula: C2H3GdO2
Source: the Open Molecules 2025 dataset
Level of theory: ωB97M-V/def2-TZVPD

Computed properties:
**Expectation value of S²**: 20.4902
**Relative energy (zero: lowest compared OMol25 entry of this formula, charge and spin)**: 45.12 kcal per mole
**E_LUMO (alpha / beta)**: -16.18 / -19.53 eV

ORCA input file:
```
! RIJCOSX wB97M-V def2-TZVPD def2/J DEFGRID3
* xyz 3 9
H 2.1181 1.7019 -0.5728
C 0.7505 1.0179 -0.9118
O -0.4577 1.0563 -0.8129
O 1.3941 0.0313 -0.3107
C 2.7039 0.5033 0.0845
H 2.8825 0.1664 1.1024
H 3.4088 0.2927 -0.7190
Gd -1.1045 -1.0317 0.3193
*
```

Table of Mulliken atomic charges, one value per atom, all in e:
1. H 0.6714
2. C 0.8201
3. O -0.5003
4. O -0.2429
5. C -0.3243
6. H 0.3099
7. H 0.3437
8. Gd 1.9224

***

# 6
Formula: C2H3GdO2P
Source: the Open Molecules 2025 dataset
Level of theory: ωB97M-V/def2-TZVPD

Computed properties:
**Expectation value of S²**: 15.7837
**Relative energy (zero: lowest compared OMol25 entry of this formula, charge and spin)**: 1.15 kcal per mole
**E_LUMO (alpha / beta)**: -14.55 / -17.17 eV

ORCA input file:
```
! RIJCOSX wB97M-V def2-TZVPD def2/J DEFGRID3
* xyz 3 8
H 0.0232 -1.0957 -1.7605
O -1.4729 0.7538 0.0944
C -0.1963 0.5376 -0.1124
H 0.3656 1.3671 -0.6009
C 0.3055 -0.6790 -0.7849
O 0.9788 -1.3866 0.0280
Gd -3.4498 0.1102 1.0217
P 1.1094 -0.0837 1.2791
H 2.3364 0.4764 0.8355
*
```

Table of Mulliken atomic charges, one value per atom, all in e:
1. H 0.4266
2. O -0.5301
3. C 0.1671
4. H 0.4037
5. C 0.2388
6. O -0.0989
7. Gd 1.6698
8. P 0.4295
9. H 0.2935

***

# 7
Formula: C2H3HgO2
Source: the Open Molecules 2025 dataset
Level of theory: ωB97M-V/def2-TZVPD

Computed properties:
**Expectation value of S²**: 2.0307
**Relative energy (zero: lowest compared OMol25 entry of this formula, charge and spin)**: 119.27 kcal per mole
**E_LUMO (alpha / beta)**: 4.28 / 2.74 eV

ORCA input file:
```
! RIJCOSX wB97M-V def2-TZVPD def2/J DEFGRID3
* xyz -1 3
O -1.1659 -2.3005 0.8477
Hg -1.3358 -0.9112 -0.6107
O -0.7960 -2.8441 -0.4950
C 0.9524 0.8697 0.2268
C 0.2002 1.5643 -0.6094
H 0.9701 1.1068 1.3018
H 1.6281 0.0791 -0.1243
H -0.4531 2.4360 -0.5368
*
```

Table of Mulliken atomic charges, one value per atom, all in e:
1. O -0.6114
2. Hg 0.2389
3. O -0.5126
4. C -0.5177
5. C -0.3841
6. H 0.2238
7. H 0.2691
8. H 0.2941

***

# 8
Formula: C2H3HgO2
Source: the Open Molecules 2025 dataset
Level of theory: ωB97M-V/def2-TZVPD

Computed properties:
**Expectation value of S²**: 0.7585
**Relative energy (zero: lowest compared OMol25 entry of this formula, charge and spin)**: 30.74 kcal per mole
**E_LUMO (alpha / beta)**: -13.21 / -13.23 eV

ORCA input file:
```
! RIJCOSX wB97M-V def2-TZVPD def2/J DEFGRID3
* xyz 2 2
O 0.1038 -0.3134 0.3100
C 0.4632 -0.6353 2.5223
C -0.2037 0.0457 1.5306
H 1.3761 -1.1860 2.2953
H 0.0902 -0.5876 3.5433
H -1.0980 0.6581 1.6565
Hg 0.0901 0.2053 -2.3481
O -0.5599 0.3943 -0.6203
*
```

Table of Mulliken atomic charges, one value per atom, all in e:
1. O 0.0362
2. C -0.4796
3. C 0.3495
4. H 0.3080
5. H 0.3178
6. H 0.3982
7. Hg 1.4437
8. O -0.3737

***

# 9
Formula: C2H3I2NO
Source: the Open Molecules 2025 dataset
Level of theory: ωB97M-V/def2-TZVPD

Computed properties:
**Expectation value of S²**: 2.0086
**Relative energy (zero: lowest compared OMol25 entry of this formula, charge and spin)**: 0.00 kcal per mole
**E_LUMO (alpha / beta)**: 0.32 / -3.95 eV

ORCA input file:
```
! RIJCOSX wB97M-V def2-TZVPD def2/J DEFGRID3
* xyz 0 3
C 0.2996 -0.2644 -0.6686
C 0.2571 1.0100 0.2313
N -0.6264 -1.1841 -0.2790
O 1.0509 -0.3761 -1.5819
I -1.5824 1.9792 0.4307
I 1.2010 0.3116 2.2503
H 1.1567 1.6307 -0.0208
H -0.8052 -1.4594 0.6880
H -0.9513 -1.6476 -1.0500
*
```

Table of Mulliken atomic charges, one value per atom, all in e:
1. C 0.5230
2. C -0.8767
3. N -0.2977
4. O -0.5165
5. I 0.1485
6. I 0.1747
7. H 0.4422
8. H 0.2090
9. H 0.1934

***

# 10
Formula: C2H3I2NS
Source: the Open Molecules 2025 dataset
Level of theory: ωB97M-V/def2-TZVPD

Computed properties:
**Relative energy (zero: lowest compared OMol25 entry of this formula, charge and spin)**: 5.53 kcal per mole
**E_LUMO**: -1.92 eV

ORCA input file:
```
! RIJCOSX wB97M-V def2-TZVPD def2/J DEFGRID3
* xyz 0 1
C 0.4358 0.8322 1.5549
C -0.6150 1.3190 -0.6019
N 0.1863 0.6022 0.3569
S 1.4634 -0.3225 2.6452
I -0.1533 2.3513 2.9328
I 2.3428 -2.6262 1.7276
H -0.7435 2.4426 -0.3195
H -0.2539 1.0167 -1.5585
H -1.6710 0.8672 -0.4826
*
```

Table of Mulliken atomic charges, one value per atom, all in e:
1. C 0.2554
2. C -0.6654
3. N -0.3193
4. S -0.1491
5. I 0.0989
6. I -0.0085
7. H 0.2455
8. H 0.2694
9. H 0.2731

***

# 11
Formula: C2H3I3O
Source: the Open Molecules 2025 dataset
Level of theory: ωB97M-V/def2-TZVPD

Computed properties:
**Relative energy (zero: lowest compared OMol25 entry of this formula, charge and spin)**: 7.07 kcal per mole
**E_LUMO**: -0.66 eV

ORCA input file:
```
! RIJCOSX wB97M-V def2-TZVPD def2/J DEFGRID3
* xyz 0 1
C 0.6429 -0.2437 -0.7649
C -0.4940 0.1417 0.1520
O 0.0519 0.0066 1.5613
I 2.5347 0.4547 -0.1757
I -0.9309 2.2078 -0.0676
I -2.2309 -1.1554 -0.2361
H 0.8274 -1.3303 -0.9904
H 0.2475 0.2531 -1.6409
H -0.6487 -0.3346 2.1624
*
```

Table of Mulliken atomic charges, one value per atom, all in e:
1. C -1.1184
2. C -0.1729
3. O -0.4257
4. I 0.1267
5. I 0.2007
6. I 0.1424
7. H 0.4469
8. H 0.4723
9. H 0.3279

***

# 12
Formula: C2H3IN2O
Source: the Open Molecules 2025 dataset
Level of theory: ωB97M-V/def2-TZVPD

Computed properties:
**Relative energy (zero: lowest compared OMol25 entry of this formula, charge and spin)**: 78.87 kcal per mole
**E_LUMO**: 0.51 eV

ORCA input file:
```
! RIJCOSX wB97M-V def2-TZVPD def2/J DEFGRID3
* xyz 0 1
C 0.5512 -0.9728 0.4795
C -0.8472 0.7533 -0.3109
N 1.5027 -0.0596 0.0464
N 1.2797 0.9788 -0.4582
O -0.7970 -0.5370 0.0968
I -1.7486 1.2142 -2.0899
H 0.7653 -2.0491 0.2948
H 0.5922 -0.7026 1.5606
H -1.2984 1.3749 0.3808
*
```

Table of Mulliken atomic charges, one value per atom, all in e:
1. C -0.0189
2. C -0.3630
3. N -0.0212
4. N -0.1992
5. O -0.2544
6. I 0.0583
7. H 0.2614
8. H 0.2204
9. H 0.3168

***

Look up the relative energy (zero: lowest compared OMol25 entry of this formula, charge and spin) of the tenth one. 5.53 kcal per mole